An isolated molecule of C5H7NO2, computed with ωB97M-V with the def2-TZVPD basis set.

```
15
Properties=species:S:1:pos:R:3:lowdin_charge:R:1
C 1.153 -0.750 -0.063 -0.22
C 0.569 0.169 0.868 -0.24
C 0.371 0.351 -0.909 -0.22
C -1.148 0.202 -0.580 -0.28
C -0.966 0.035 0.769 -0.22
H 2.908 0.272 -0.143 0.16
H 0.947 -1.786 -0.364 0.17
H 0.892 0.413 1.869 0.16
H 0.501 0.618 -1.889 0.12
H -2.212 0.817 -0.776 0.20
H -2.826 -0.754 0.018 0.12
H -1.625 0.874 1.261 0.17
N -1.761 -1.097 -0.055 0.08
O 2.548 -0.691 -0.017 -0.02
O 0.648 1.327 0.010 0.01
```

The frontier orbital gap is 10.6709 eV. Its energy relative to the best compared isomer or geometry (same formula, charge and spin) is 649.3 kJ/mol. For the molecular weight, the calculation gives 113.1 Da.

---

An isolated molecule of C4H9N3, computed with ωB97M-V with the def2-TZVPD basis set.

```
16
Properties=species:S:1:pos:R:3:lowdin_charge:R:1
N -0.450 1.054 -2.522 -0.04
N 0.612 1.007 -1.584 -0.02
C 0.306 0.429 -0.475 -0.38
C 1.088 0.387 0.783 -0.17
C 0.688 -0.806 1.495 -0.16
C -0.788 -1.022 0.926 -0.19
N -0.974 -0.108 -0.174 0.01
H -0.122 1.565 -3.360 0.08
H -1.242 1.510 -2.088 0.06
H 0.877 1.265 1.343 0.11
H 2.162 0.457 0.542 0.13
H 0.609 -0.724 2.610 0.12
H 1.284 -1.690 1.279 0.11
H -0.963 -2.042 0.594 0.10
H -1.590 -0.828 1.634 0.10
H -1.496 -0.453 -1.004 0.13
```

The frontier orbital gap is 9.0776 eV. Its energy relative to the best compared isomer or geometry (same formula, charge and spin) is 135.7 kJ/mol. The structure (SMILES) is N/N=C1/CCCN1. For the molecular weight, the calculation gives 99.1 Da.

---

A cluster of 2 separate species, CH3O3 in total, computed with ωB97M-V with the def2-TZVPD basis set.

```
7
Properties=species:S:1:pos:R:3:lowdin_charge:R:1
O 1.126 -1.619 -1.508 -0.11
H 0.372 -1.110 -1.140 -0.02
O -0.059 1.276 1.567 -0.12
C -0.527 0.974 0.461 -0.67
O -0.713 -0.172 -0.028 -0.16
H -0.973 1.840 -0.111 0.08
H 0.784 -2.459 -1.827 0.00
```

The frontier orbital gap is 8.5570 eV. Its net charge is -1. Its energy relative to the best compared isomer or geometry (same formula, charge and spin) is 25.2 kJ/mol. For the molecular weight, the calculation gives 63.0 Da.

---

An isolated molecule of ClFOS, computed with ωB97M-V with the def2-TZVPD basis set.

```
4
Properties=species:S:1:pos:R:3:lowdin_charge:R:1
O 0.982 1.182 -0.224 -0.43
F 0.692 -1.369 -0.124 -0.40
S 0.234 0.174 0.449 0.73
Cl -1.908 0.014 -0.101 0.10
```

The frontier orbital gap is 10.3078 eV. Its energy relative to the best compared isomer or geometry (same formula, charge and spin) is 30.0 kJ/mol. For the molecular weight, the calculation gives 102.5 Da.

---

An isolated molecule of C5H8O, computed with ωB97M-V with the def2-TZVPD basis set.

```
14
Properties=species:S:1:pos:R:3:lowdin_charge:R:1
C -2.160 0.056 -0.477 -0.01
C -1.168 0.929 -0.595 -0.19
C -0.022 1.027 0.388 -0.23
C 1.089 0.084 0.007 -0.12
C 1.325 -1.045 0.671 -0.21
O 2.220 -2.013 0.337 0.00
H -2.206 -0.625 0.372 0.06
H -2.948 -0.030 -1.220 0.05
H -1.128 1.580 -1.468 0.10
H -0.381 0.766 1.390 0.11
H 0.343 2.060 0.439 0.11
H 1.646 0.304 -0.904 0.11
H 0.791 -1.307 1.583 0.12
H 2.599 -1.785 -0.524 0.10
```

The frontier orbital gap is 9.7145 eV. Its energy relative to the best compared isomer or geometry (same formula, charge and spin) is 149.8 kJ/mol. The structure (SMILES) is C=CC/C=C/O. For the molecular weight, the calculation gives 84.1 Da.

---

A cluster of 40 separate species, H80O40 in total, computed with ωB97M-V with the def2-TZVPD basis set.

```
120
Properties=species:S:1:pos:R:3:lowdin_charge:R:1
H -1.342 -1.901 -3.780 0.07
H -0.523 -1.447 -2.752 0.06
O -1.250 -1.036 -3.341 -0.10
H -4.284 2.927 0.850 0.04
H -5.398 3.655 0.103 0.05
O -4.443 3.654 0.230 -0.06
H 1.630 0.248 3.726 -0.06
H 1.621 -0.780 2.804 0.00
O 1.032 -0.012 3.002 -0.10
H 4.969 0.048 -1.867 0.02
H 4.715 -1.336 -2.689 0.07
O 4.643 -0.859 -1.859 -0.05
H -2.582 -2.341 -1.111 0.03
H -3.775 -1.580 -1.595 0.04
O -3.435 -2.005 -0.783 -0.04
H 3.479 -0.541 4.213 0.06
O 2.768 -0.003 4.616 -0.03
H 5.957 1.668 -0.880 0.04
O 6.629 1.234 -1.420 -0.04
H -1.851 0.429 1.411 0.03
H -0.665 1.052 0.779 0.05
O -1.611 0.852 0.554 -0.07
H 3.381 4.936 0.857 0.06
H 2.095 4.791 -0.008 0.00
O 3.060 4.528 0.049 -0.08
H 3.467 1.321 -3.747 0.03
H 2.917 0.158 -3.444 -0.03
O 3.524 0.421 -4.162 -0.09
H 4.701 -0.070 2.023 0.03
H 4.953 -1.660 2.280 0.06
O 4.383 -0.901 2.402 -0.04
H 0.161 -3.157 -0.967 0.06
O -0.668 -3.006 -1.456 -0.09
H 1.936 -4.348 -1.738 0.03
H 2.908 -3.281 -2.487 0.02
O 2.823 -4.104 -2.003 -0.03
H -2.545 3.924 -1.133 -0.01
H -2.179 4.800 -2.471 0.04
O -1.892 4.367 -1.670 -0.05
H -1.881 -3.671 0.222 -0.03
H -1.559 -4.958 0.882 0.04
O -2.037 -4.612 0.063 -0.10
H -2.301 -0.268 4.788 0.02
H -3.357 0.440 5.701 0.04
O -2.449 0.482 5.382 -0.05
H -2.205 0.331 -5.171 0.02
H -0.932 0.914 -4.206 -0.01
O -1.720 1.033 -4.748 -0.08
H 2.424 2.956 -0.027 0.00
H 1.555 2.516 1.364 0.00
O 1.920 2.275 0.479 -0.12
H 2.066 -3.462 2.390 -0.01
O 1.916 -2.552 2.088 -0.08
H 0.042 2.302 -2.433 0.06
H 0.347 1.222 -1.578 0.01
O -0.002 1.321 -2.473 -0.05
H 0.010 -1.003 0.095 0.05
O -0.551 -1.670 0.531 -0.08
H 0.903 -4.218 4.772 0.07
H 2.053 -5.164 4.268 0.07
O 1.276 -4.660 4.004 -0.03
H 0.209 5.785 -0.442 0.08
H -0.216 4.522 0.323 0.04
O 0.551 4.985 -0.033 -0.03
H 1.244 -4.706 -4.635 0.05
H 0.989 -3.285 -4.334 0.01
O 0.617 -4.179 -4.118 -0.08
H 1.963 0.413 -0.890 0.03
H 3.333 0.108 -1.621 0.02
O 2.455 0.595 -1.700 -0.11
H 3.349 -4.502 0.187 0.05
H 3.915 -4.960 1.377 0.06
O 3.027 -4.687 1.094 -0.06
H -4.435 0.006 2.169 -0.01
H -5.059 0.886 3.439 0.02
O -4.441 0.818 2.717 -0.08
H -1.166 -1.209 2.871 0.05
H -2.274 -1.933 2.294 0.03
O -2.140 -1.144 2.834 -0.07
H -3.981 -1.636 0.715 0.01
H -4.233 -2.468 2.071 0.06
O -4.375 -1.632 1.625 -0.08
H 1.559 -0.782 -4.294 0.07
H 1.343 -1.391 -2.917 0.06
O 1.509 -1.652 -3.861 -0.06
H 1.941 3.637 -3.418 0.06
H 2.598 3.465 -2.185 0.02
O 2.735 3.176 -3.105 -0.04
H -2.845 -0.493 -2.674 0.02
O -3.733 -0.295 -3.035 -0.08
H 3.590 1.913 1.370 0.01
H 4.203 2.908 2.257 0.06
O 4.340 1.971 1.996 -0.07
H 2.743 -2.057 1.965 0.03
H 3.113 0.694 5.197 0.09
H -1.415 -1.149 0.476 0.04
H 6.895 0.438 -0.935 0.05
H -0.588 -3.562 -2.250 0.06
H -3.922 0.643 -2.883 0.06
O -1.107 2.896 4.701 -0.06
H -0.682 2.052 4.492 0.04
H -1.875 2.621 5.221 0.04
O 1.203 3.504 2.699 -0.07
H 0.201 3.517 2.652 0.01
H 1.293 2.889 3.438 0.04
O -4.087 3.550 -2.592 -0.06
H -4.400 3.520 -1.671 0.00
H -4.798 3.745 -3.207 0.06
O -1.338 3.307 2.115 -0.06
H -1.855 3.069 1.335 0.04
H -1.861 3.602 2.875 0.07
O -6.093 1.512 -0.368 -0.07
H -6.850 0.967 -0.105 0.06
H -5.480 1.152 -1.062 0.06
O -4.217 -2.561 -4.475 -0.07
H -3.768 -1.714 -4.288 -0.01
H -3.660 -3.203 -4.000 0.03
O 0.192 -4.703 1.520 -0.09
H 1.016 -4.164 1.743 0.00
H -0.054 -4.999 2.404 0.03
```

The frontier orbital gap is 9.4324 eV. Its energy relative to the best compared isomer or geometry (same formula, charge and spin) is 783.2 kJ/mol. For the molecular weight, the calculation gives 720.6 Da.